This record from OMol25 describes a molecular structure, C45H49FeN2O7S2. The level of theory is the ωB97M-V functional and the def2-TZVPD basis.

electronic energy = -120827.861 eV
frontier orbital gap (alpha / beta) = 7.10 / 6.02 eV
ΔE to the lowest compared entry with this formula, charge and spin = 0.0 kJ/mol
2S+1 = 6
expectation value of S² = 9.25

The geometry in XYZ format:
```
106
Properties=species:S:1:pos:R:3:mulliken_spin:R:1
Fe 1.12 0.47 -0.21 4.054
C -4.05 -0.24 3.81 0.000
C -2.54 -0.36 3.94 0.000
C -2.10 -0.67 5.35 0.000
O -1.94 0.86 3.51 0.002
C -0.96 0.61 2.52 0.001
C -1.33 -0.78 1.99 0.018
O -2.06 -1.37 3.06 0.002
C -0.13 -1.67 1.60 -0.026
O 0.40 -1.04 0.46 0.188
C -0.56 -3.07 1.14 0.004
C -1.85 -3.34 0.69 0.025
C -2.18 -4.58 0.18 -0.003
C -1.22 -5.59 0.11 -0.003
C 0.07 -5.33 0.57 0.005
C 0.39 -4.08 1.07 -0.014
C 0.89 -1.79 2.72 0.019
C 2.15 -1.22 2.63 -0.007
C 3.07 -1.34 3.67 -0.003
C 2.75 -2.05 4.81 0.000
C 1.50 -2.66 4.90 0.000
C 0.59 -2.53 3.87 0.000
C -0.98 1.79 1.51 0.031
O 0.13 1.69 0.66 0.148
C -2.28 1.78 0.71 -0.012
C -3.50 2.03 1.32 0.002
C -4.69 1.96 0.61 0.001
C -4.68 1.61 -0.74 -0.001
C -3.47 1.36 -1.36 0.000
C -2.28 1.45 -0.65 -0.018
C -0.77 3.10 2.30 0.017
C -1.52 4.24 2.09 0.001
C -1.24 5.42 2.77 -0.001
C -0.18 5.48 3.66 0.001
C 0.60 4.34 3.86 -0.002
C 0.31 3.17 3.18 -0.005
H -4.40 0.63 4.36 0.000
H -4.52 -1.13 4.21 0.000
H -4.33 -0.13 2.76 0.000
H -2.52 0.06 6.04 0.000
H -1.02 -0.64 5.42 0.000
H -2.45 -1.67 5.64 0.000
H 0.04 0.58 2.96 -0.009
H -1.96 -0.69 1.10 -0.006
H -2.62 -2.58 0.74 0.000
H -3.19 -4.77 -0.16 0.001
H -1.48 -6.56 -0.27 0.000
H 0.82 -6.11 0.54 0.001
H 1.40 -3.89 1.41 0.001
H 2.44 -0.67 1.74 0.027
H 4.05 -0.88 3.57 0.000
H 3.46 -2.15 5.61 0.000
H 1.24 -3.24 5.77 0.000
H -0.37 -3.03 3.93 0.000
H -3.52 2.30 2.37 0.000
H -5.63 2.16 1.11 0.000
H -5.60 1.55 -1.29 0.000
H -3.44 1.10 -2.41 0.000
H -1.35 1.27 -1.16 0.003
H -2.34 4.23 1.38 0.001
H -1.84 6.30 2.59 0.000
H 0.04 6.39 4.19 0.000
H 1.43 4.37 4.55 0.000
H 0.94 2.31 3.34 0.000
C 1.51 -5.46 -2.86 -0.020
C 0.56 -4.69 -3.78 0.074
N 1.11 -3.42 -4.23 -0.003
C 1.95 -3.40 -5.44 0.001
C 3.44 -3.40 -5.14 -0.001
C 0.91 -2.29 -3.54 -0.047
S -0.07 -2.32 -2.13 0.871
N 1.49 -1.18 -4.01 0.015
C 1.32 -0.04 -3.36 0.047
O 0.71 0.07 -2.25 0.117
C 1.85 1.16 -4.06 0.020
C 2.61 1.02 -5.22 0.000
C 3.09 2.14 -5.87 0.000
C 2.82 3.40 -5.38 -0.001
C 2.06 3.55 -4.23 0.000
C 1.57 2.43 -3.57 0.009
H 1.02 -6.37 -2.51 -0.002
H 1.77 -4.85 -1.99 0.006
H 2.42 -5.74 -3.38 0.001
H -0.39 -4.51 -3.27 -0.025
H 0.33 -5.28 -4.67 0.005
H 1.68 -2.52 -6.01 0.000
H 1.66 -4.28 -6.02 0.001
H 3.71 -2.53 -4.55 0.000
H 4.00 -3.38 -6.07 0.000
H 3.74 -4.29 -4.59 0.000
H 2.81 0.03 -5.60 0.000
H 3.68 2.02 -6.78 0.000
H 3.20 4.28 -5.89 0.000
H 1.84 4.53 -3.84 0.000
H 0.96 2.55 -2.69 0.003
O 2.63 1.50 -0.64 -0.286
O 2.99 0.25 -0.29 -0.236
C -0.35 5.85 -1.92 0.000
S -0.11 4.31 -1.01 0.003
C 1.28 4.83 0.02 0.002
H -0.58 6.67 -1.24 0.000
H -1.19 5.71 -2.60 0.000
H 0.53 6.12 -2.50 0.000
H 2.07 5.25 -0.59 0.000
H 1.66 3.95 0.53 0.000
H 0.95 5.56 0.77 0.000
```

This record from OMol25 describes a molecular structure, C10H19BaN2O8P2. The level of theory is the ωB97M-V functional and the def2-TZVPD basis.

electronic energy = -49312.062 eV
frontier orbital gap = 9.82 eV
total charge = +1

The geometry in XYZ format:
```
42
Properties=species:S:1:pos:R:3:mulliken_charge:R:1
Ba 9.49 8.19 6.92 1.860
C 9.25 11.78 10.61 -1.936
C 8.32 10.72 9.93 1.597
O 6.98 11.12 10.03 -0.585
P 8.63 9.12 10.50 0.563
O 7.43 8.87 11.51 -0.608
O 9.93 9.29 11.46 -0.521
O 8.83 8.09 9.46 -0.521
P 8.57 10.89 8.14 0.718
O 8.83 12.52 8.13 -0.552
O 7.52 10.12 7.38 -0.788
O 9.88 10.31 7.68 -1.083
H 9.26 11.71 11.72 0.398
H 8.85 12.72 10.30 0.566
H 10.23 11.74 10.19 0.395
H 6.67 11.14 10.94 0.373
H 7.35 8.05 12.13 0.388
H 10.60 8.62 11.21 0.332
H 8.13 12.93 7.58 0.379
N 12.06 7.70 5.10 -0.411
C 12.88 7.57 6.28 0.219
C 14.27 7.42 6.31 -0.646
C 14.96 7.40 7.49 -0.195
C 14.28 7.49 8.71 -0.709
C 12.89 7.54 8.59 -0.258
N 12.23 7.63 7.43 0.018
H 12.47 8.42 4.52 0.276
H 12.02 6.85 4.59 0.268
H 14.87 7.37 5.41 0.382
H 16.04 7.31 7.50 0.383
H 14.78 7.59 9.67 0.405
H 12.31 7.53 9.49 0.342
C 7.49 5.50 5.57 -1.390
C 6.64 6.45 6.42 0.946
C 5.16 6.49 6.25 -1.141
O 7.16 7.29 7.12 -0.484
H 8.45 5.37 6.02 0.322
H 7.50 5.96 4.58 0.337
H 7.00 4.53 5.43 0.395
H 4.72 5.49 6.30 0.375
H 4.84 6.91 5.27 0.310
H 4.76 7.17 7.04 0.283
```

This record from OMol25 describes a molecular structure, C5H8O. The level of theory is the ωB97M-V functional and the def2-TZVPD basis.

electronic energy = -7355.652 eV
frontier orbital gap = 9.07 eV
ΔE to the lowest compared entry with this formula, charge and spin = 637.1 kJ/mol

The geometry in XYZ format:
```
14
Properties=species:S:1:pos:R:3:nbo_charge:R:1
C -0.19 -1.74 1.02 -0.324
O 0.86 -1.92 -0.15 -0.441
C 0.56 -0.75 0.25 0.504
C 1.12 0.61 0.03 -0.478
C -0.24 1.30 -0.17 -0.392
C -1.04 0.12 -0.71 -0.712
H 0.30 -2.11 1.93 0.177
H -1.08 -1.01 0.19 0.340
H 1.72 0.61 -0.88 0.229
H 1.74 0.95 0.87 0.236
H -0.19 2.19 -0.81 0.213
H -0.64 1.62 0.80 0.206
H -0.80 -0.11 -1.75 0.207
H -2.13 0.24 -0.62 0.233
```

This record from OMol25 describes a gas-phase ion, C7H14FN5 (charge +2). The level of theory is the ωB97M-V functional and the def2-TZVPD basis.

electronic energy = -17636.453 eV
structure (SMILES) = C=[N+]1CN(C)[C@H]2N[C@H](F)NC(=[NH2+])[C@H]21
frontier orbital gap = 8.68 eV
ΔE to the lowest compared entry with this formula, charge and spin = 0.0 kJ/mol
total charge = +2

The geometry in XYZ format:
```
27
Properties=species:S:1:pos:R:3:nbo_charge:R:1
C 0.53 -1.24 -2.35 0.152
N 0.30 -0.53 -1.32 -0.252
C 1.14 0.64 -0.91 -0.054
N 1.56 0.33 0.41 -0.450
C 2.88 -0.28 0.53 -0.424
C 0.53 -0.30 1.15 0.232
N -0.21 0.50 1.99 -0.633
C -0.91 1.61 1.45 0.515
F -1.69 2.15 2.38 -0.285
N -1.85 1.14 0.38 -0.559
C -1.84 -0.05 -0.19 0.542
N -2.94 -0.55 -0.71 -0.683
C -0.59 -0.87 -0.26 -0.234
H -0.03 -2.14 -2.56 0.237
H 1.31 -0.97 -3.05 0.249
H 0.49 1.52 -0.96 0.220
H 1.98 0.78 -1.59 0.260
H 3.15 -0.32 1.58 0.247
H 2.93 -1.28 0.10 0.189
H 3.60 0.36 0.04 0.241
H 0.87 -1.20 1.67 0.256
H -0.65 0.09 2.81 0.439
H -0.24 2.39 1.06 0.196
H -2.72 1.66 0.40 0.448
H -2.96 -1.44 -1.20 0.442
H -3.83 -0.07 -0.64 0.443
H -0.81 -1.93 -0.22 0.265
```

This record from OMol25 describes a molecular structure, C2H3BrClN3. The level of theory is the ωB97M-V functional and the def2-TZVPD basis.

electronic energy = -89154.333 eV
frontier orbital gap = 9.34 eV
ΔE to the lowest compared entry with this formula, charge and spin = 62.0 kJ/mol

The geometry in XYZ format:
```
10
Properties=species:S:1:pos:R:3:nbo_charge:R:1
C -0.73 0.87 -0.63 -0.068
C 0.58 0.05 0.68 -0.118
N -0.90 -0.38 -1.22 -0.226
N -0.49 -1.40 -0.76 0.109
N 0.24 -1.20 0.38 -0.515
Cl -1.96 1.46 0.45 0.023
Br 2.32 0.57 -0.07 -0.083
H -0.32 1.58 -1.38 0.248
H 0.54 0.36 1.74 0.228
H 0.72 -1.91 0.81 0.402
```

This record from OMol25 describes 2 unconnected molecules or ions with the total composition C3H6NO2S2. The level of theory is the ωB97M-V functional and the def2-TZVPD basis.

electronic energy = -30457.706 eV
frontier orbital gap (alpha / beta) = 6.19 / 6.56 eV
ΔE to the lowest compared entry with this formula, charge and spin = 0.0 kJ/mol
2S+1 = 2
expectation value of S² = 0.75

The geometry in XYZ format:
```
14
Properties=species:S:1:pos:R:3:mulliken_spin:R:1
N -0.03 1.54 -0.93 0.005
C 0.50 0.67 0.04 -0.004
C 1.84 0.51 0.78 0.007
O 2.76 0.01 0.16 0.000
O 1.76 0.89 1.95 -0.006
C -0.70 -0.03 0.73 0.009
S -0.57 -1.89 0.77 0.294
S -2.45 -2.43 0.50 0.686
H -0.74 -1.23 -1.69 0.018
H 0.74 2.16 -1.22 0.000
H 0.59 0.26 -1.06 -0.001
H -0.76 0.28 1.77 0.005
H -1.60 0.31 0.22 0.000
H -1.36 -1.04 -2.02 -0.015
```